1.
Below is C44H35N13O2PTl as an isolated structure at a distorted geometry, with properties calculated with ωB97M-V with the def2-TZVPD basis set.

Last column: Löwdin charge in e.
CARTESIAN COORDINATES (ANGSTROEM)
Tl  0.231  0.758  -0.081  0.9612
C  3.058  4.771  4.599  -0.0645
C  3.879  3.604  4.783  -0.0612
C  3.920  2.617  3.808  -0.0131
C  3.125  2.821  2.696  -0.1177
C  2.846  1.884  1.584  -0.2875
N  1.784  2.290  0.851  0.0913
C  1.450  3.592  1.303  -0.2113
N  0.494  4.400  0.849  0.2180
C  -0.252  4.104  -0.203  -0.2552
C  -1.240  4.979  -0.759  -0.1200
C  -1.760  6.188  -0.243  0.0124
C  -2.891  6.710  -0.930  -0.0762
C  -3.481  5.966  -1.957  -0.1102
C  -2.966  4.786  -2.432  -0.0139
C  -1.835  4.299  -1.804  -0.1199
C  -1.171  3.022  -1.892  -0.2756
N  -1.570  2.012  -2.716  0.2172
C  -0.964  0.904  -2.882  -0.3503
N  0.173  0.487  -2.278  0.0732
C  0.513  -0.774  -2.684  -0.3258
N  1.532  -1.499  -2.333  0.1862
C  2.450  -1.155  -1.423  -0.2750
N  2.267  -0.088  -0.536  0.0714
C  3.254  -0.185  0.441  -0.2512
N  3.465  0.739  1.392  0.1997
C  4.070  -1.370  0.219  -0.0824
C  5.069  -2.032  0.934  -0.0165
C  5.572  -3.206  0.404  -0.0491
C  5.060  -3.821  -0.829  -0.0543
C  4.111  -3.105  -1.470  -0.0762
C  3.606  -1.915  -1.039  -0.1218
C  -0.454  -1.193  -3.708  -0.0861
C  -0.596  -2.275  -4.567  -0.0056
C  -1.653  -2.260  -5.515  -0.0708
C  -2.561  -1.202  -5.590  -0.0863
C  -2.493  -0.153  -4.689  -0.0225
C  -1.444  -0.161  -3.792  -0.1047
N  -0.264  2.922  -0.950  0.1132
C  2.292  3.883  2.491  -0.1112
C  2.255  4.835  3.488  -0.0349
H  3.054  5.518  5.421  0.1122
H  4.465  3.457  5.669  0.0910
H  4.555  1.755  3.958  0.1136
H  -1.274  6.710  0.548  0.0976
H  -3.310  7.715  -0.509  0.1329
H  -4.460  6.359  -2.198  0.0982
H  -3.599  4.256  -3.169  0.1261
H  5.539  -1.663  1.743  0.0736
H  6.458  -3.705  0.878  0.1121
H  5.585  -4.712  -1.181  0.1050
H  3.863  -3.430  -2.464  0.1144
H  0.025  -3.150  -4.520  0.1049
H  -1.679  -3.116  -6.206  0.1069
H  -3.357  -1.219  -6.366  0.1148
H  -3.116  0.752  -4.779  0.1260
H  1.610  5.725  3.449  0.1211
N  -2.638  2.319  1.318  0.1873
C  -3.132  1.343  0.499  -0.3125
C  -4.514  1.257  0.226  -0.0069
C  -4.980  0.289  -0.636  -0.0602
C  -4.062  -0.601  -1.121  -0.0702
C  -2.731  -0.447  -0.865  -0.1825
N  -2.237  0.514  -0.114  0.0744
H  -3.318  2.885  1.791  0.1147
H  -1.799  2.107  1.777  0.0128
H  -5.243  1.832  0.781  0.1117
H  -6.049  0.174  -0.845  0.1217
H  -4.343  -1.432  -1.765  0.1155
H  -1.965  -0.984  -1.280  0.0480
O  -0.395  2.004  2.872  -0.0267
C  -0.018  0.831  2.951  -0.4608
O  0.204  0.013  1.981  -0.2018
H  0.084  0.391  3.953  0.1424
C  0.692  -5.395  0.765  -0.1683
N  -0.564  -5.125  0.080  -0.1349
C  -1.632  -5.023  1.086  -0.2080
N  -1.440  -4.063  2.161  -0.1294
C  -0.142  -4.390  2.824  -0.1822
N  1.019  -4.453  1.932  -0.1238
C  1.274  -3.146  1.366  -0.2926
P  -0.144  -2.361  0.350  1.0437
C  -0.463  -3.866  -0.690  -0.3090
C  -1.433  -2.698  1.583  -0.3371
H  1.573  -5.509  0.076  0.1376
H  0.651  -6.325  1.332  0.1139
H  -1.734  -6.050  1.505  0.1362
H  -2.537  -4.791  0.598  0.1064
H  -0.279  -5.261  3.444  0.1145
H  0.101  -3.609  3.556  0.1261
H  2.143  -3.272  0.733  0.0741
H  1.519  -2.369  2.044  0.0681
H  0.439  -3.942  -1.363  0.0985
H  -1.273  -3.705  -1.305  0.0490
H  -2.421  -2.591  1.169  0.0759
H  -1.454  -1.982  2.417  0.0912

HOMO (spin up / spin down), eV: -6.5 / -6.5
Relative energy (zero: lowest compared OMol25 entry of this formula, charge and spin), kcal/mol: 48.3

***

2.
Below is C5H12BaF2NO4PSi2 as an isolated structure at a distorted geometry, with properties calculated with ωB97M-V with the def2-TZVPD basis set.

Last column: Löwdin charge in e.
CARTESIAN COORDINATES (ANGSTROEM)
N  -0.021  2.174  2.800  -0.3118
P  -0.368  1.828  1.303  0.5441
Si  1.153  0.472  0.363  0.5322
C  1.706  -0.902  1.486  -0.2431
C  1.512  -2.316  0.882  -0.1279
C  0.859  -3.316  1.795  -0.5389
O  0.544  -4.372  1.356  0.1491
O  0.628  -2.973  3.071  0.1224
O  0.522  -0.139  -1.151  -0.2870
Si  0.043  0.888  -2.243  0.1484
F  0.139  0.082  -3.719  -0.2801
C  -1.807  1.426  -2.102  -0.2280
C  -2.719  0.265  -1.734  -0.5385
O  -3.554  0.344  -0.911  0.2419
F  -2.481  -0.803  -2.442  0.1799
H  0.114  3.174  2.864  -0.0256
H  -0.403  3.004  0.486  -0.0267
H  -1.650  1.224  1.135  -0.0171
H  2.298  1.344  0.014  0.0098
H  1.273  -0.832  2.474  0.0794
H  2.766  -0.758  1.621  0.0848
H  2.472  -2.716  0.608  0.1302
H  0.933  -2.331  -0.025  0.0964
H  -0.240  -3.311  3.296  0.1346
H  0.901  2.096  -2.360  -0.0069
H  -2.126  1.821  -3.091  -0.0547
H  -1.976  2.222  -1.389  0.0942
Ba  -0.518  2.404  -4.389  2.1390

Net charge: +2
HOMO, eV: -14.1

***

3.
Below is C6H11NO as an isolated structure at a distorted geometry, with properties calculated with ωB97M-V with the def2-TZVPD basis set.

Last column: Löwdin charge in e.
CARTESIAN COORDINATES (ANGSTROEM)
O  -3.057  0.645  0.948  -0.0420
C  -1.924  0.933  0.508  -0.3100
C  -1.128  -0.238  -0.105  -0.3605
C  -0.107  0.189  -1.095  -0.1209
C  1.046  0.919  -0.260  -0.2347
C  2.738  -0.372  1.251  -0.0491
C  2.218  0.080  0.041  -0.2756
N  -2.049  -1.281  -0.253  0.1037
H  -1.637  1.923  0.194  0.1406
H  -1.020  0.265  1.031  0.1545
H  0.397  -0.768  -1.330  0.1068
H  -0.404  0.684  -2.037  0.1300
H  0.829  1.412  0.708  0.1129
H  1.264  1.770  -0.953  0.1245
H  3.324  -1.313  1.106  0.0179
H  1.370  -0.929  1.169  0.2156
H  2.647  -0.474  -0.783  0.0946
H  -2.794  -1.282  0.459  0.1027
H  -1.713  -2.164  -0.597  0.0890

HOMO, eV: -8.3
Relative energy (zero: lowest compared OMol25 entry of this formula, charge and spin), kcal/mol: 194.0

***

4.
Below is one molecule with the formula C22H28N6O3S2 at a distorted geometry, with properties calculated with ωB97M-V with the def2-TZVPD basis set.

Last column: Löwdin charge in e.
CARTESIAN COORDINATES (ANGSTROEM)
C  3.915  -0.037  -1.885  -0.0923
C  3.407  -0.750  -3.131  -0.2002
C  2.099  -1.509  -2.849  -0.2822
C  0.954  -0.557  -2.733  -0.2759
N  1.001  0.737  -2.890  0.0947
N  -0.243  1.229  -2.757  0.0110
C  -1.039  0.216  -2.522  -0.6062
S  -2.763  0.286  -2.289  1.0225
C  -2.899  1.949  -1.545  -0.3284
C  -2.261  1.885  -0.165  -0.5323
O  -2.891  1.592  0.823  0.0788
N  -0.925  2.152  -0.207  0.1326
C  0.017  1.970  0.801  -0.1941
C  1.361  2.130  0.457  -0.0126
C  2.358  1.953  1.398  -0.0595
C  2.030  1.603  2.698  -0.0732
C  0.699  1.438  3.022  -0.2964
S  0.313  0.926  4.684  0.6226
N  1.082  -0.584  4.729  -0.0564
O  0.995  1.775  5.617  -0.2939
O  -1.094  0.704  4.832  -0.2952
C  -0.316  1.620  2.109  0.0046
N  -0.334  -0.948  -2.491  0.0190
C  -0.834  -2.214  -2.006  -0.0811
C  -1.104  -2.064  -0.525  -0.2197
C  -2.399  -2.095  -0.026  -0.0720
C  -2.641  -1.823  1.310  -0.0639
C  -1.592  -1.527  2.163  -0.0762
C  -0.294  -1.520  1.678  -0.0777
C  -0.054  -1.779  0.341  -0.0226
N  1.720  -2.531  -3.825  -0.2483
C  2.539  -3.723  -3.774  -0.0929
C  1.598  -2.027  -5.178  -0.0784
H  4.839  0.491  -2.106  0.0745
H  4.108  -0.746  -1.082  0.0765
H  3.178  0.684  -1.545  0.0427
H  3.232  -0.019  -3.919  0.1091
H  4.159  -1.463  -3.473  0.1074
H  2.208  -2.034  -1.890  0.1357
H  -3.968  2.132  -1.456  0.0877
H  -2.428  2.664  -2.216  0.0810
H  -0.525  2.322  -1.130  0.1017
H  1.615  2.391  -0.561  0.1070
H  3.391  2.083  1.114  0.1084
H  2.780  1.462  3.458  0.1118
H  0.412  -1.320  4.885  0.0620
H  1.801  -0.601  5.435  0.0654
H  -1.340  1.480  2.412  0.1062
H  -0.078  -2.971  -2.221  0.1254
H  -1.754  -2.459  -2.543  0.1260
H  -3.222  -2.312  -0.691  0.1016
H  -3.654  -1.824  1.680  0.1101
H  -1.784  -1.276  3.195  0.0948
H  0.531  -1.297  2.337  0.0845
H  0.959  -1.741  -0.035  0.1048
H  3.563  -3.569  -4.141  0.0822
H  2.587  -4.089  -2.748  0.0873
H  2.069  -4.487  -4.393  0.0866
H  2.569  -1.831  -5.653  0.0890
H  1.022  -1.104  -5.172  0.0885
H  1.065  -2.768  -5.775  0.0878

HOMO, eV: -8.5
Relative energy (zero: lowest compared OMol25 entry of this formula, charge and spin), kcal/mol: 1.5

***

5.
Below is a 3-piece molecular cluster, C3H6N4O overall at a distorted geometry, with properties calculated with ωB97M-V with the def2-TZVPD basis set.

Last column: Löwdin charge in e.
CARTESIAN COORDINATES (ANGSTROEM)
C  -0.256  -2.117  0.552  -0.1329
C  0.405  0.703  -1.510  -0.1004
C  1.039  2.207  0.153  -0.4383
H  0.382  -1.655  1.348  -0.0117
H  -1.574  -2.583  1.246  0.1755
H  0.641  -3.372  0.028  0.1910
H  -1.846  -0.563  0.191  0.1068
H  0.468  0.427  -2.524  0.1121
H  -0.677  1.434  1.126  0.0639
N  -0.942  -0.898  -0.242  -0.1036
N  -0.344  0.385  -0.451  -0.2141
N  1.186  1.802  -1.264  0.0981
N  0.046  1.092  0.660  0.1272
O  1.472  3.138  0.687  0.1264

HOMO, eV: -9.2
Relative energy (zero: lowest compared OMol25 entry of this formula, charge and spin), kcal/mol: 190.4